Entry 1:
DFT (ωB97M-V with the def2-TZVPD basis set) results for the ion C2H7NP with charge -1 at a distorted geometry.

Positions of all 11 atoms, in Å:
C (-0.69069, -2.03582, 1.88732)
C (-0.57204, -1.05757, 1.15477)
P (-0.03335, 0.33407, -0.09573)
N (0.38535, 1.59253, -1.31941)
H (-0.57715, -3.04497, 2.34383)
H (-0.84580, 1.28061, 0.62932)
H (-1.14723, -0.06559, -0.96648)
H (0.80500, -0.65711, -0.78518)
H (1.13235, 0.64491, 0.71804)
H (0.13679, 1.28620, -2.26957)
H (1.39613, 1.76340, -1.31308)

Atoms 1-3, force components in eV/Å:
0.49 -0.64 -0.33
0.40 -0.98 0.69
-0.34 -0.26 -0.67

Properties
**Electronic energy**: -12962.4362 eV
**Net charge**: -1
**HOMO-LUMO gap**: 7.7 eV
**Highest occupied orbital energy**: -3.17 eV
**Lowest unoccupied orbital energy**: 4.52 eV

---

Entry 2:
DFT (ωB97M-V with the def2-TZVPD basis set) results for the molecule C5H8O2.

Positions of all 15 atoms, in Å:
C (-1.89363, -0.17002, -0.47564)
C (-0.87848, 0.68835, -0.54679)
C (0.55978, 0.33557, -0.41544)
O (1.44100, 1.03182, -1.24869)
C (1.01648, -1.00928, 0.10751)
C (0.91598, 0.16012, 1.04422)
O (-0.10573, 0.20106, 1.98375)
H (-2.91936, 0.16032, -0.34845)
H (-1.71734, -1.24185, -0.50286)
H (-1.06065, 1.76081, -0.48257)
H (1.41842, 0.57546, -2.10277)
H (2.02470, -1.29061, -0.17973)
H (0.31879, -1.83492, 0.22302)
H (1.81737, 0.62448, 1.43353)
H (-0.93735, 0.00869, 1.51090)

Atoms 1-3, force components in eV/Å:
0.09 0.03 -0.06
-0.16 -0.12 -0.02
-0.31 -0.11 0.23

Properties
**Electronic energy**: -9407.5803 eV
**Net charge**: 0
**Structure (SMILES)**: C=C[C@]1(O)C[C@@H]1O
**HOMO-LUMO gap**: 10.2 eV
**Highest occupied orbital energy**: -9.38 eV
**Lowest unoccupied orbital energy**: 0.85 eV

---

Entry 3:
DFT (ωB97M-V with the def2-TZVPD basis set) results for a cluster of 6 separate species, C4H18NO7S in total at a distorted geometry.

Positions of all 31 atoms, in Å:
C (0.65844, -1.84968, -1.90980)
N (-0.66784, -1.23142, -1.70730)
C (-0.98768, -0.03061, -1.11810)
O (-0.04694, 0.69784, -0.72759)
O (-2.18140, 0.10278, -0.70976)
C (1.17403, -2.19832, -0.46889)
C (2.21616, -1.10556, 0.07378)
S (1.98411, -0.81364, 1.94529)
H (1.39280, -1.25088, -2.44144)
H (0.51452, -2.78582, -2.55135)
H (-1.41900, -1.88205, -2.03979)
H (1.69989, -3.16181, -0.46556)
H (0.28960, -2.23782, 0.18726)
H (2.21595, -0.19394, -0.46770)
H (3.15619, -1.60962, 0.02559)
H (1.48029, 0.37677, 2.16582)
H (-2.44003, -0.97088, 0.56999)
H (-3.58320, -0.40011, 1.51611)
O (-3.17351, -1.23476, 1.22801)
H (2.45240, 2.22491, -0.70980)
H (1.75486, 0.96547, -1.36046)
O (2.60316, 1.45626, -1.27371)
H (-1.06798, 1.99052, -1.53769)
H (-2.44506, 1.92352, -0.99305)
O (-1.86043, 2.51116, -1.63314)
H (-1.69612, -0.70327, 2.58848)
H (-0.95398, 0.35837, 1.97321)
O (-1.11354, 0.05861, 2.84256)
H (0.48532, 2.59832, 0.22686)
H (-0.97027, 2.93541, 0.73812)
O (-0.02637, 3.15174, 0.78152)

Atoms 1-3, force components in eV/Å:
-0.65 -0.83 1.13
-0.68 -1.91 -2.74
-0.24 -1.79 2.48

Properties
**Electronic energy**: -31099.8062 eV
**Net charge**: -1
**HOMO-LUMO gap**: 8.9 eV
**Highest occupied orbital energy**: -5.76 eV
**Lowest unoccupied orbital energy**: 3.14 eV

---

Which of these has the lowest electronic energy? C4H18NO7S

---

Among the records above, which one has the lowest highest occupied orbital energy? C5H8O2

---

What is the formula in the third record? C4H18NO7S